Formula: C42H116N10O12
Source: the Open Molecules 2025 dataset
Level of theory: wB97M-V/def2-TZVPD

The geometry in XYZ format:
```
180
C42H116N10O12 wB97M-V/def2-TZVPD
C 4.51 -4.66 4.69
O 5.75 -4.96 4.08
C 5.82 -6.36 3.75
C 7.14 -6.60 2.91
C 7.16 -7.97 2.29
N 8.32 -6.26 3.58
H 4.77 -3.85 5.37
H 3.98 -5.49 5.16
H 3.75 -4.28 4.01
H 5.66 -7.08 4.56
H 4.93 -6.47 3.13
H 7.23 -5.85 2.12
H 8.11 -8.29 1.87
H 6.36 -8.03 1.54
H 7.08 -8.80 2.99
H 8.49 -7.05 4.19
H 8.16 -5.40 4.09
C -7.80 -5.91 0.90
O -9.17 -5.60 0.47
C -9.78 -4.45 1.17
C -10.87 -4.01 0.22
C -11.10 -2.48 0.18
N -12.05 -4.63 0.67
H -7.10 -5.32 0.30
H -7.56 -6.93 0.57
H -7.54 -5.86 1.95
H -10.09 -4.56 2.21
H -9.01 -3.69 1.33
H -10.67 -4.39 -0.78
H -10.35 -1.76 -0.15
H -11.29 -2.12 1.19
H -12.00 -2.15 -0.35
H -12.64 -4.82 -0.13
H -11.85 -5.53 1.07
C -7.93 5.47 -1.01
O -6.64 5.02 -1.47
C -6.74 4.26 -2.69
C -6.92 5.03 -4.01
C -6.92 4.03 -5.19
N -5.88 6.07 -4.18
H -7.96 5.31 0.07
H -8.85 5.12 -1.48
H -8.09 6.53 -1.17
H -5.72 3.86 -2.73
H -7.35 3.36 -2.56
H -7.94 5.42 -3.94
H -7.28 4.67 -5.99
H -7.53 3.13 -5.11
H -5.94 3.71 -5.53
H -5.97 6.62 -3.34
H -4.98 5.74 -3.88
C -6.45 4.51 8.29
O -5.67 3.29 8.28
C -4.57 3.14 9.17
C -3.78 1.75 9.04
C -4.76 0.57 8.85
N -2.77 1.58 10.04
H -7.08 4.63 9.17
H -7.06 4.40 7.39
H -5.85 5.40 8.12
H -3.90 3.95 8.87
H -4.81 3.30 10.22
H -3.30 1.85 8.07
H -4.24 -0.38 8.71
H -5.33 0.81 7.95
H -5.42 0.34 9.68
H -1.93 2.03 9.70
H -3.05 2.03 10.90
C 2.65 -0.59 -10.31
O 3.82 0.23 -10.04
C 4.69 -0.10 -8.96
C 6.12 0.28 -9.52
C 7.28 -0.09 -8.64
N 6.09 1.73 -9.65
H 2.38 -0.35 -11.34
H 1.97 -0.35 -9.49
H 2.90 -1.65 -10.32
H 4.16 0.34 -8.11
H 4.64 -1.19 -8.98
H 6.19 -0.34 -10.42
H 7.21 -1.16 -8.46
H 7.27 0.44 -7.68
H 8.22 0.20 -9.11
H 6.71 2.01 -10.39
H 5.16 1.79 -10.04
C 3.07 4.05 6.17
O 2.12 5.06 5.68
C 2.17 5.40 4.28
C 0.94 6.22 3.91
C -0.30 5.79 4.78
N 0.56 6.21 2.48
H 4.07 4.45 6.01
H 2.98 3.09 5.67
H 2.79 3.90 7.21
H 3.09 5.92 4.02
H 2.17 4.51 3.65
H 1.12 7.27 4.14
H -0.56 4.73 4.80
H -1.19 6.11 4.24
H -0.30 6.29 5.75
H -0.44 6.29 2.40
H 0.89 7.05 2.02
C -0.96 -9.01 5.19
O -1.87 -8.30 5.83
C -1.55 -8.04 7.20
C -2.46 -7.09 8.05
C -1.88 -6.84 9.49
N -3.82 -7.55 8.05
H -1.09 -8.85 4.12
H -1.25 -10.05 5.37
H 0.09 -8.93 5.50
H -1.64 -9.05 7.61
H -0.50 -7.78 7.36
H -2.48 -6.06 7.69
H -2.37 -6.04 10.05
H -0.84 -6.58 9.30
H -2.01 -7.74 10.10
H -4.27 -7.38 7.16
H -4.32 -6.88 8.62
C 11.05 5.58 -4.46
O 9.83 6.01 -3.90
C 8.62 5.44 -4.39
C 7.41 6.18 -3.81
C 6.18 5.76 -4.61
N 7.59 7.56 -3.97
H 11.14 6.25 -5.31
H 10.99 4.64 -5.02
H 11.92 5.63 -3.80
H 8.53 5.55 -5.47
H 8.43 4.39 -4.20
H 7.40 5.84 -2.78
H 6.23 4.80 -5.12
H 6.07 6.33 -5.53
H 5.21 5.87 -4.12
H 8.26 7.89 -3.30
H 7.91 7.77 -4.91
C 1.52 -5.66 -1.96
O 2.33 -6.70 -2.48
C 3.55 -6.11 -3.07
C 3.19 -5.54 -4.56
C 2.13 -6.44 -5.28
N 4.46 -5.40 -5.35
H 0.58 -5.95 -1.50
H 1.31 -4.85 -2.66
H 1.97 -5.08 -1.14
H 4.12 -5.42 -2.45
H 4.23 -6.95 -3.20
H 2.93 -4.49 -4.43
H 1.60 -6.04 -6.14
H 1.35 -6.80 -4.60
H 2.50 -7.43 -5.57
H 4.31 -4.85 -6.18
H 5.01 -4.80 -4.75
C -1.67 -0.93 1.88
O -1.25 -0.59 0.60
C -1.06 0.83 0.38
C -0.19 1.04 -0.90
C 1.34 0.83 -0.82
N -0.40 2.40 -1.50
H -1.87 -1.99 2.06
H -2.50 -0.31 2.23
H -0.83 -0.71 2.54
H -2.05 1.26 0.24
H -0.55 1.36 1.19
H -0.69 0.30 -1.53
H 1.90 1.59 -0.27
H 1.81 0.80 -1.81
H 1.46 -0.13 -0.32
H 0.27 2.98 -1.02
H -0.01 2.37 -2.43
O -0.05 6.28 -8.02
C -0.38 7.46 -7.28
C 0.52 8.70 -7.47
O 0.34 9.62 -6.46
H -0.41 5.47 -7.67
H -1.41 7.78 -7.45
H -0.27 7.22 -6.22
H 0.34 9.15 -8.45
H 1.58 8.47 -7.50
H 1.05 9.50 -5.82
```

Its HOMO energy is -8.982 eV. As for the charge: 0. The HOMO-LUMO gap comes out at 9.19 eV. The calculation puts the relative energy (zero: lowest compared OMol25 entry of this formula, charge and spin) at 173.72 kcal/mol. Its SMILES is COC[C@H](C)N.COC[C@H](C)N.COC[C@H](C)N.COC[C@H](C)N.COC[C@H](C)N.COC[C@H](C)N.COC[C@H](C)N.COC[C@H](C)N.COC[C@H](C)N.COC[C@H](C)N.OCCO.

Results of the Mulliken charge analysis, in e, for atoms 1 through 5: -0.756, -0.347, -0.667, 0.515, -1.563